The following is a quantum chemistry calculation of C22H16N3O7Zr as an isolated structure, from the Open Molecules 2025 dataset.

Values from the calculation:
HOMO level, eV: -11.1
F_max, eV/Å: 0.6
HOMO-LUMO gap, eV: 6.801
Charge: +1

Geometry (Å):
H1 0.50814 0.89855 -3.81247
N1 -1.28531 -0.73656 2.03844
O1 0.82925 -4.11990 -1.05312
H2 -1.08500 3.21704 3.36959
H3 2.59215 7.19172 1.31505
C1 2.00832 3.86061 1.33732
C2 0.69770 -5.53344 -1.15324
H4 -0.27727 -1.02749 -5.12028
C3 2.39475 5.11107 1.79314
H5 -0.32837 -3.47875 -5.42106
C4 0.30652 0.30614 -2.92197
H6 -0.32716 -5.80731 -1.41045
O2 -1.25189 1.76671 1.54868
O3 0.85399 -1.52625 -0.72634
C5 0.52928 -3.39403 -2.14413
C6 0.20211 -3.90166 -3.39125
C7 1.41640 4.82366 -0.79433
H7 2.10598 2.99049 1.97229
H8 -2.92916 -3.47975 2.95582
C8 -1.24667 1.46536 2.73065
Zr1 -0.24062 -0.10957 0.05203
H9 1.72770 6.93250 -0.98199
H10 -2.18649 0.17209 5.12456
C9 -2.46443 -2.50825 3.04783
H11 1.03721 4.70561 -1.79950
H12 0.94302 -5.92250 -0.17032
C10 -2.00567 -2.38569 0.48981
C11 -1.84739 -1.93347 1.94467
C12 -0.06452 -1.68893 -4.29110
C13 2.28898 6.21594 0.95921
C14 0.22095 -1.13927 -3.02960
C15 -0.08807 -3.05214 -4.45759
N2 0.22594 0.90593 -1.78632
C16 1.51419 3.71466 0.04325
H13 1.39470 -5.94070 -1.88811
H14 0.17339 -4.97061 -3.54494
C17 -2.50862 -1.77368 4.22513
C18 -2.04043 -0.45839 4.25960
H15 -2.98991 -2.18958 5.10009
O4 -1.91489 -1.32733 -0.30952
C19 -1.45011 0.03069 3.11225
O5 -2.22990 -3.51879 0.18274
O6 1.15731 1.37813 0.43339
C20 1.80297 6.07030 -0.33339
O7 -1.15858 2.31599 3.72339
C21 1.07222 2.38780 -0.42597
C22 0.53378 -2.00296 -1.95786
H16 2.78823 5.22265 2.79468
N3 0.59532 2.24334 -1.62874

The following is a quantum chemistry calculation of C22H16N6O9RuS2 as an isolated structure, from the Open Molecules 2025 dataset.

Values from the calculation:
HOMO level (spin up / spin down), eV: -4.4 / -5.2
F_max, eV/Å: 0.6
HOMO-LUMO gap (spin up / spin down), eV: 5.995 / 6.522
Charge: -1
Multiplicity: 6

Geometry (Å):
H1 -2.18258 -1.53696 2.36324
C1 3.47874 -3.48392 -2.82567
C2 2.09630 -0.93117 1.09349
O1 3.57695 0.30530 -0.98651
S1 -2.35679 1.26816 0.30715
N1 -0.22779 -1.25517 1.81731
C3 0.20112 2.96097 -3.43492
H2 2.09580 3.50032 -4.29654
H3 0.77695 -3.74494 4.55467
N2 1.55221 -0.25781 0.03410
O2 4.95400 -3.14270 -4.54141
O3 3.26810 -1.06580 1.39380
H4 2.84147 -2.02032 -4.25194
H5 3.36917 1.95927 -2.76126
C4 1.05182 -1.56620 1.99613
H6 3.86323 -4.90269 -1.25061
C5 2.60006 -2.55204 -3.34548
C6 3.17479 -4.17997 -1.65774
O4 0.91516 -0.78718 -4.36059
S2 -2.94626 -1.77892 -0.69635
C7 -0.41261 2.17118 -2.47844
C8 1.97816 -3.94730 -1.03894
H7 2.51288 -2.67287 3.07592
N3 4.72177 -3.74829 -3.50700
H8 -4.64675 2.41939 1.08226
H9 -5.78870 1.63204 -0.00852
C9 1.40872 -2.29935 -2.69941
C10 2.36928 0.37820 -0.85490
N4 0.27339 1.37154 -1.66842
N5 0.53929 -1.33499 -3.33404
C11 0.49524 -3.03332 3.78906
C12 1.02254 -2.94035 -1.45944
C13 -3.91140 0.58173 0.26466
C14 1.59941 1.30964 -1.78060
O5 -0.58434 -1.14465 -2.86607
O6 5.46122 -4.60243 -3.04442
C15 1.45904 -2.45293 2.98489
H10 -5.72062 -1.85385 -1.09389
C16 -1.15792 -1.81132 2.58621
O7 0.02732 -2.65414 -0.76755
O8 0.55329 -5.05674 0.39255
H11 -5.71093 -1.93463 0.65703
O9 2.65744 -5.08292 0.83366
C17 -5.56522 -1.26168 -0.19275
C18 2.29481 2.06463 -2.71581
H12 -1.48809 2.16254 -2.34476
C19 -0.83827 -2.70651 3.59303
H13 -6.33352 -0.49117 -0.14620
H14 -0.39437 3.59804 -4.07416
N6 1.69873 -4.74451 0.14956
C20 1.58201 2.90346 -3.55348
C21 -4.16154 -0.70822 -0.18304
C22 -5.03680 1.45553 0.76514
H15 -5.54608 0.99571 1.61660
H16 -1.62049 -3.14744 4.19565
Ru1 -0.68512 -0.50471 -0.41833